{"formula": "C32H27ClCsN9O2S", "method": "ωB97M-V/def2-TZVPD", "elements": ["Cs", "Cl", "S", "O", "O", "N", "N", "N", "N", "N", "N", "N", "N", "N", "C", "C", "C", "C", "C", "C", "C", "C", "C", "C", "C", "C", "C", "C", "C", "C", "C", "C", "C", "C", "C", "C", "C", "C", "C", "C", "C", "C", "C", "C", "C", "C", "H", "H", "H", "H", "H", "H", "H", "H", "H", "H", "H", "H", "H", "H", "H", "H", "H", "H", "H", "H", "H", "H", "H", "H", "H", "H", "H"], "xyz": [[1.593, -1.685, -1.527], [3.802, -3.354, -2.820], [-0.667, -5.671, -1.383], [1.880, 1.947, 1.232], [0.738, 0.603, -2.966], [1.732, -6.120, -2.459], [1.190, 0.878, -0.712], [-3.160, -0.312, -0.574], [-5.249, -1.309, -0.238], [1.770, -6.134, -0.203], [0.752, -2.388, 2.295], [1.481, 2.619, -2.139], [1.549, -5.581, 0.979], [-3.613, -2.884, 0.334], [1.178, -3.619, 4.743], [-0.532, 6.540, 0.114], [1.669, 1.895, 0.036], [-0.904, 5.257, 0.495], [5.673, 3.048, -1.749], [-0.086, 4.175, 0.205], [3.455, 3.410, -0.860], [-5.919, -3.412, 0.694], [-4.230, -5.017, 1.232], [0.687, -1.699, 3.433], [6.228, 3.746, -0.688], [-3.292, -4.092, 0.801], [1.111, -4.372, 1.067], [1.479, 5.643, -0.854], [-4.467, -0.272, -0.738], [1.033, -3.700, 2.353], [-2.436, 0.688, -1.070], [4.022, 4.096, 0.213], [-4.354, 1.823, -1.884], [1.106, 1.286, -2.013], [1.957, 3.151, -0.892], [5.395, 4.266, 0.296], [-5.571, -4.657, 1.175], [4.295, 2.879, -1.832], [0.888, -2.256, 4.684], [1.251, -4.349, 3.579], [-4.889, -2.557, 0.277], [1.116, 4.354, -0.476], [-2.972, 1.781, -1.731], [1.038, -5.943, -1.292], [-5.119, 0.789, -1.388], [0.664, 6.730, -0.564], [7.302, 3.869, -0.617], [-6.344, -5.346, 1.496], [6.310, 2.613, -2.509], [0.964, 7.726, -0.869], [0.473, -0.639, 3.328], [1.617, 3.044, -3.039], [2.415, 5.797, -1.379], [1.344, -4.102, 5.700], [3.872, 2.312, -2.650], [-6.198, 0.786, -1.499], [2.674, -5.744, -2.454], [1.190, -5.877, -3.271], [0.857, -3.758, 0.212], [-1.834, 5.096, 1.025], [-2.326, 2.559, -2.115], [-1.167, 7.386, 0.348], [-6.237, -1.187, -0.373], [3.380, 4.478, 0.996], [0.826, -1.647, 5.577], [-3.912, -5.991, 1.577], [-1.367, 0.627, -0.915], [-4.830, 2.653, -2.394], [-2.234, -4.338, 0.789], [-0.383, 3.179, 0.513], [5.819, 4.795, 1.141], [-6.957, -3.104, 0.628], [1.474, -5.407, 3.570]], "lowdin_charge": [0.97, -0.69, 0.38, 0.05, -0.13, 0.03, -0.04, 0.14, 0.11, -0.06, 0.11, 0.13, -0.02, 0.14, -0.11, -0.11, -0.47, -0.08, -0.08, -0.01, -0.15, -0.05, -0.08, -0.16, -0.11, -0.12, -0.19, -0.04, -0.32, -0.27, -0.11, -0.03, -0.10, -0.70, -0.29, -0.09, -0.10, -0.01, -0.11, -0.04, -0.32, -0.14, -0.07, -0.99, -0.04, -0.10, 0.09, 0.09, 0.10, 0.09, 0.10, 0.15, 0.11, 0.09, 0.12, 0.09, 0.00, 0.04, 0.00, 0.10, 0.10, 0.09, 0.12, 0.12, 0.08, 0.10, 0.09, 0.10, 0.07, 0.12, 0.09, 0.09, 0.10], "mol_weight_da": 770.1, "relative_energy_kcal_mol": 5.39, "e_lumo_ev": 3.76, "multiplicity": 1, "charge": -2, "max_force_ev_per_a": 1.5, "total_energy_ha": -2757.59476}

=====

{"formula": "C32H27F2N2OPdSSb", "method": "ωB97M-V/def2-TZVPD", "elements": ["Sb", "Pd", "S", "F", "F", "O", "N", "N", "C", "C", "C", "C", "C", "C", "C", "C", "C", "C", "C", "C", "C", "C", "C", "C", "C", "C", "C", "C", "C", "C", "C", "C", "C", "C", "C", "C", "C", "C", "C", "C", "H", "H", "H", "H", "H", "H", "H", "H", "H", "H", "H", "H", "H", "H", "H", "H", "H", "H", "H", "H", "H", "H", "H", "H", "H", "H", "H"], "xyz": [[1.322, -0.218, -0.009], [-1.276, -0.575, -0.567], [-0.183, -1.242, 1.514], [-6.147, -2.545, 0.659], [-3.294, -5.289, -1.821], [-1.841, 2.564, -0.552], [-0.853, 3.353, -2.417], [-3.306, 0.339, 1.119], [1.418, 2.126, 0.668], [-5.636, 0.204, 0.685], [-5.818, 1.453, 1.253], [-3.526, -4.090, -1.208], [3.088, -2.094, -1.950], [5.489, 0.331, 1.481], [-2.367, 1.422, -2.605], [-4.023, -1.656, 0.012], [5.431, -0.007, 2.830], [4.224, -0.427, 3.371], [-3.480, 1.539, 1.651], [4.012, -3.075, -2.313], [2.598, -3.260, 0.060], [-2.770, -1.880, -0.613], [-4.345, -0.336, 0.643], [4.348, 0.248, 0.695], [3.514, -4.249, -0.283], [1.331, 4.162, 2.026], [-2.556, -3.118, -1.237], [2.359, -2.155, -0.763], [1.914, 2.926, -0.364], [-4.946, -2.695, 0.013], [1.827, 4.928, 0.974], [-4.724, 2.142, 1.757], [3.123, -0.165, 1.230], [-1.675, 2.461, -1.748], [-1.756, 0.020, -2.481], [2.127, 4.299, -0.229], [3.081, -0.504, 2.579], [-4.743, -3.924, -0.577], [1.142, 2.792, 1.868], [4.232, -4.158, -1.473], [4.169, -0.698, 4.420], [-0.506, 3.066, -3.316], [-6.470, -0.336, 0.265], [3.679, -5.091, 0.382], [0.757, 2.222, 2.712], [1.981, 5.995, 1.094], [-5.487, -4.706, -0.535], [-2.577, 2.040, 1.983], [6.319, 0.057, 3.449], [-1.616, -3.327, -1.730], [4.418, 0.506, -0.357], [-2.425, -0.676, -2.995], [-2.352, 1.748, -3.656], [-4.825, 3.123, 2.201], [4.565, -2.991, -3.245], [2.935, -1.251, -2.624], [-6.810, 1.891, 1.290], [2.524, 4.880, -1.059], [6.426, 0.661, 1.044], [2.146, 2.464, -1.328], [-0.188, 3.819, -1.812], [2.045, -3.341, 0.992], [-3.409, 1.418, -2.274], [1.091, 4.641, 2.972], [2.140, -0.833, 3.007], [4.953, -4.923, -1.740], [-0.800, -0.001, -3.018]], "lowdin_charge": [1.00, 0.42, -0.09, 0.01, 0.02, 0.03, 0.15, 0.11, -0.31, -0.03, -0.10, -0.29, -0.18, -0.12, -0.22, -0.12, -0.14, -0.12, -0.14, -0.14, -0.15, -0.21, -0.22, -0.13, -0.13, -0.13, -0.05, -0.35, -0.22, -0.23, -0.15, -0.08, -0.36, -0.56, -0.29, -0.15, -0.14, 0.02, -0.14, -0.15, 0.09, 0.08, 0.10, 0.08, 0.08, 0.07, 0.11, 0.11, 0.08, 0.11, 0.09, 0.02, 0.09, 0.09, 0.08, 0.07, 0.09, 0.08, 0.08, 0.06, 0.07, 0.07, 0.10, 0.08, 0.05, 0.08, 0.02], "mol_weight_da": 753.8, "relative_energy_kcal_mol": 5.47, "e_lumo_ev": 4.78, "multiplicity": 1, "charge": -2, "max_force_ev_per_a": 0.6, "total_energy_ha": -2386.36738}